15
Properties=species:S:1:pos:R:3:nbo_charge:R:1 method="wB97M-V/def2-TZVPD" homo_ev=-8.43 smiles="C1=NCC2=CCNN12" energy_ha=-358.807840 multiplicity=1 de_lowest_kcal_mol=132.1
C 1.215 1.041 0.864 0.2388
N 0.656 1.097 2.159 -0.4340
C -0.824 0.670 1.773 -0.3104
C -0.625 -0.100 0.421 0.1446
C -0.809 -1.103 -0.311 -0.2758
C -0.046 -1.055 -1.603 -0.2517
N 0.948 0.107 -1.331 -0.4840
N 0.276 0.812 -0.192 -0.3201
H 2.422 0.980 0.630 0.2309
H -1.003 0.231 2.776 0.2379
H -1.608 1.439 1.637 0.2185
H -1.410 -2.041 0.034 0.2372
H -0.758 -0.673 -2.527 0.1723
H 0.471 -2.047 -2.148 0.2244
H 1.095 0.640 -2.181 0.3714

15
Properties=species:S:1:pos:R:3:nbo_charge:R:1 method="wB97M-V/def2-TZVPD" homo_ev=-7.88 energy_ha=-358.782570 multiplicity=1 de_lowest_kcal_mol=148.0
C 0.386 -1.371 0.422 0.2634
C -0.679 -0.570 0.882 -0.2195
C -1.273 1.679 -0.182 0.0354
C -0.813 2.825 -0.871 -0.5424
C 0.678 0.443 -0.514 0.2322
H 2.179 -2.587 0.715 0.4492
H 0.104 -3.454 1.316 0.3966
H -1.609 -0.801 1.532 0.2439
H -2.288 1.407 0.278 0.2131
H 0.114 2.514 -1.577 0.2380
H -1.876 3.389 -1.060 0.2447
H 1.160 1.231 -0.913 0.1788
N 1.003 -2.675 0.663 -0.8888
N -0.455 0.585 0.083 -0.3923
N 1.227 -0.728 -0.562 -0.4524